Entry 1:
The following is a DFT calculation (ωB97M-V/def2-TZVPD) of a 2-piece molecular cluster, C4H5O4P overall at a distorted geometry.

Last column: natural (NBO) charge in e.
CARTESIAN COORDINATES (ANGSTROEM)
O (-1.490, 3.210, 0.679)  -1.17
O (-1.257, 1.615, 2.605)  -1.17
C (1.048, -0.729, 0.430)  -0.64
P (-0.661, 2.217, 1.360)  2.41
O (0.807, 2.372, 1.143)  -1.17
H (1.427, -1.686, 0.731)  0.18
C (-1.304, -0.312, -0.547)  0.29
H (1.444, -1.603, -2.064)  0.15
C (0.368, -1.293, -1.930)  -0.65
H (1.728, -0.048, 0.136)  0.22
H (-0.362, -1.746, -2.536)  0.17
O (-2.399, -0.757, -0.883)  -0.69
C (-0.022, -0.941, -0.595)  -0.15
H (0.673, -0.300, 1.471)  0.23

As for the net charge: -2. For the energy above the lowest of the compared OMol25 structures with the same formula, charge and spin, the calculation gives 2.822 eV. As for the HOMO energy (spin up / spin down): 1.5 / 1.5 eV. For the HOMO-LUMO gap (spin up / spin down), the calculation gives 5.297 / 5.295 eV. As for the spin multiplicity: 1.


Entry 2:
The following is a DFT calculation (ωB97M-V/def2-TZVPD) of C31H24BrGdN8O as an isolated structure at a distorted geometry.

Last column: Mulliken charge in e.
CARTESIAN COORDINATES (ANGSTROEM)
C (3.268, -2.954, -3.939)  -0.92
H (-1.332, 5.468, 0.227)  0.51
H (0.786, -1.681, 4.983)  0.58
H (-2.961, -3.755, 2.833)  0.47
C (0.383, 2.509, 0.263)  0.50
H (-2.641, 1.112, -2.461)  0.48
H (-3.557, -1.066, 2.995)  0.45
N (-1.628, -2.576, 4.853)  -0.64
C (-1.938, 2.105, 4.502)  -0.53
C (3.912, -2.876, -6.303)  -0.37
H (-1.557, 2.991, 4.967)  0.56
C (0.204, -1.789, 1.706)  0.80
C (2.335, -0.870, 2.090)  -0.44
H (-3.987, 0.962, 2.081)  0.56
H (0.832, 0.059, -6.280)  0.26
H (-1.348, -1.040, -2.797)  0.33
Gd (1.034, -0.811, -1.061)  1.49
N (-1.593, 2.833, -0.707)  0.12
H (0.043, 1.404, -3.473)  0.30
H (4.596, -3.276, -7.050)  0.42
C (-0.594, 3.454, 0.027)  0.69
N (0.027, 1.336, -0.435)  0.26
C (-1.277, -2.627, 3.454)  -0.28
C (-0.639, -2.334, 0.733)  0.85
Br (-3.529, 3.743, 2.622)  -0.14
C (-1.706, 0.858, 5.111)  -0.47
C (-1.886, 0.618, -1.823)  -1.16
C (-3.358, 0.991, 2.928)  -0.59
H (-2.481, -0.034, -1.175)  0.35
C (4.022, -3.405, -4.999)  -0.58
H (2.190, 2.139, 1.462)  0.45
C (-0.061, -1.972, 3.043)  0.06
C (-2.246, -0.302, 4.580)  0.44
H (-1.056, 0.876, 5.991)  0.43
C (-2.815, 2.165, 3.424)  0.00
H (2.964, -0.743, 4.189)  0.38
N (-0.938, -0.171, -2.547)  -0.21
C (-1.760, -3.053, 1.153)  -0.51
H (2.276, 4.443, 2.303)  0.43
C (2.117, -1.003, 3.493)  -0.89
C (0.805, -0.456, -4.233)  -0.04
C (1.431, 4.106, 1.688)  -0.79
H (3.290, -0.486, 1.806)  0.58
H (-1.055, 0.541, -4.509)  0.55
N (1.388, -1.203, 1.252)  -0.32
H (3.296, -3.325, -2.898)  0.34
N (-2.037, -1.532, 5.358)  -0.18
C (2.158, -1.499, -5.593)  0.65
C (-3.062, -0.220, 3.483)  -0.21
C (-0.320, 0.417, -3.765)  -0.49
N (1.191, -0.507, -5.513)  -0.05
H (0.575, 6.141, 1.659)  0.45
H (-2.461, 3.241, -1.014)  0.24
C (0.498, 5.106, 1.331)  -0.60
C (-2.073, -3.189, 2.494)  -0.59
C (2.985, -1.891, -6.649)  -0.98
O (-0.396, -2.197, -0.593)  -0.84
C (1.407, 2.814, 1.191)  -0.89
C (-1.181, 1.603, -0.959)  0.16
H (2.860, -1.486, -7.663)  0.40
H (4.867, -4.111, -4.861)  0.35
C (2.314, -1.970, -4.308)  0.68
C (-0.561, 4.782, 0.478)  -0.91
N (1.469, -1.296, -3.480)  -0.18
H (-2.438, -3.556, 0.433)  0.44
C (0.946, -1.556, 3.903)  -0.16

As for the net charge: +2. As for the HOMO energy (spin up / spin down): -10.2 / -12.9 eV. For the HOMO-LUMO gap (spin up / spin down), the calculation gives 4.374 / 4.878 eV. As for the spin multiplicity: 8.


Entry 3:
The following is a DFT calculation (ωB97M-V/def2-TZVPD) of C30H54F15NO8S4Sb2Tl as an isolated structure.

Last column: Mulliken charge in e.
CARTESIAN COORDINATES (ANGSTROEM)
H (-3.336, 2.342, 4.377)  0.38
H (3.831, 1.721, -2.959)  0.27
H (4.501, 0.902, 2.709)  0.02
H (6.243, -0.873, -2.131)  0.24
H (2.646, -1.524, 4.126)  0.75
H (4.810, -2.595, 1.255)  0.24
F (2.237, -4.404, 0.721)  -0.27
H (-2.575, -1.881, 4.376)  0.40
O (-1.737, 2.295, -0.244)  -0.50
C (5.467, 0.644, 2.269)  -1.75
C (0.773, -0.547, 4.535)  2.75
H (1.649, 1.063, 5.727)  0.40
C (4.237, -2.648, -1.386)  -2.01
H (-0.158, 4.236, 5.099)  0.58
H (-1.930, -0.503, 6.195)  0.32
H (1.869, -0.925, 2.666)  -0.22
F (-0.910, -3.960, -1.784)  -0.24
H (3.989, -1.639, 2.477)  -0.04
F (-1.406, -3.193, 2.187)  -0.28
H (5.235, 0.133, -3.176)  0.30
H (5.701, -2.026, 2.669)  0.54
C (-0.356, 3.159, 5.074)  -1.83
F (-1.870, -4.801, 0.811)  -0.31
C (5.824, 2.279, -1.107)  -1.92
C (-3.554, 1.423, 3.829)  -2.01
Sb (-0.657, 0.589, 3.326)  -1.17
H (4.113, 4.124, -0.195)  0.52
F (-4.404, 0.825, -1.984)  -0.25
H (2.995, -1.769, -3.639)  0.50
H (1.963, -1.504, -2.225)  -0.09
F (0.221, -5.549, -0.845)  -0.30
H (1.613, 3.917, 3.434)  0.71
H (2.468, 2.277, -1.976)  0.22
O (-6.298, -0.152, 2.970)  -0.60
H (0.936, -2.521, 5.350)  0.56
C (1.344, 2.865, 3.285)  -2.39
O (-2.897, -0.072, 1.038)  -0.10
H (7.451, -0.879, 1.400)  0.54
C (-2.623, 0.297, 4.275)  2.05
H (0.264, 0.283, 6.513)  0.33
H (4.196, -3.318, -2.255)  0.58
C (5.319, -0.848, -2.711)  -1.83
O (-6.891, -2.398, 2.133)  -0.74
S (-4.255, 0.051, 0.528)  1.76
N (-5.106, -1.183, 0.992)  -0.44
Sb (3.691, 0.101, -0.141)  0.49
F (1.383, -3.263, 2.329)  0.08
H (4.421, 3.011, 1.139)  0.26
H (-0.102, -2.471, 3.930)  0.09
C (-2.453, 0.365, 5.797)  -1.70
S (0.003, 0.609, -1.684)  -0.09
C (4.332, 2.088, -0.852)  1.93
H (2.818, 3.072, 0.374)  0.04
C (3.544, 2.375, -2.134)  -1.87
H (-0.690, -1.864, 5.477)  0.52
H (-1.959, 1.267, 6.152)  0.26
H (0.312, 2.690, 5.796)  0.27
H (-3.263, -1.271, 2.869)  -0.12
H (-2.032, 3.649, 3.161)  0.37
H (3.425, -2.942, -0.719)  0.12
O (-4.881, 1.333, 0.648)  -0.77
F (-7.253, -0.086, -0.470)  -0.21
C (3.890, 3.120, 0.190)  -1.58
S (-0.432, 2.533, -0.835)  0.60
H (-0.600, 4.586, 2.735)  0.51
H (6.124, 0.310, 3.083)  0.52
H (1.563, 2.615, 2.249)  0.46
H (-3.461, 0.357, 6.224)  0.59
C (-7.719, -0.311, 0.759)  0.64
S (-6.410, -1.076, 1.877)  1.10
H (-4.581, 1.125, 4.056)  0.60
C (4.095, -1.208, -1.872)  2.30
C (2.055, -0.698, 3.718)  -2.11
H (2.632, -0.124, -3.098)  0.25
O (-0.331, 3.551, -1.839)  -0.76
C (2.845, -1.138, -2.754)  -1.49
H (5.982, 3.280, -1.530)  0.54
C (0.158, -4.216, -1.023)  0.20
C (6.721, -0.699, 0.599)  -1.88
H (-3.516, 1.636, 2.763)  0.31
H (1.980, 2.275, 3.950)  0.17
C (-1.375, -3.561, 0.885)  -0.08
C (0.180, -1.927, 4.826)  -1.90
H (6.734, -1.579, -0.045)  0.30
H (3.740, 3.407, -2.450)  0.51
O (0.423, -2.154, 0.108)  -0.85
C (5.347, -0.464, 1.222)  2.02
F (-4.932, -1.249, -1.707)  -0.25
C (1.081, -4.102, 1.329)  0.01
H (7.079, 0.149, 0.016)  0.24
O (0.611, 2.581, 0.210)  -0.64
F (1.239, -3.853, -1.712)  -0.06
H (1.811, -0.554, 6.393)  0.50
F (-8.153, 0.843, 1.261)  -0.25
C (0.080, -3.435, 0.335)  1.68
H (5.419, -1.582, -3.521)  0.53
F (0.613, -5.232, 1.882)  -0.33
H (5.899, 1.556, 1.855)  0.35
C (-0.133, 2.703, 3.630)  2.36
H (5.188, -2.827, -0.883)  0.27
Tl (-0.199, -0.037, 0.585)  3.24
H (-4.185, -1.151, 4.363)  0.64
C (-4.106, -0.281, -1.313)  0.51
H (6.240, 1.559, -1.812)  0.25
C (-1.027, 3.577, 2.749)  -1.78
H (-1.385, 3.024, 5.402)  0.31
H (6.403, 2.230, -0.184)  0.30
H (2.673, 0.198, 3.763)  0.09
C (1.124, 0.118, 5.866)  -1.96
H (-1.106, 3.238, 1.722)  0.18
C (-3.179, -1.087, 3.936)  -1.52
F (-2.191, -2.744, 0.233)  -0.23
F (-2.864, -0.647, -1.615)  -0.10
F (-8.765, -1.135, 0.655)  -0.26
C (4.929, -1.753, 1.937)  -1.44

As for the net charge: -1. For the energy above the lowest of the compared OMol25 structures with the same formula, charge and spin, the calculation gives 1.182 eV. As for the HOMO energy: -6.0 eV. For the HOMO-LUMO gap, the calculation gives 6.814 eV. As for the spin multiplicity: 1.


Results for DFT total energy: -797.6925, -5048.0341, -5575.9942 (in hartree, following the order of the records).